[1]
Here is a structure of composition C15H15IrN3O9S3 from the Open Molecules 2025 dataset. Energies are from ωB97M-V/def2-TZVPD.

XYZ file:
```
46
Properties=species:S:1:pos:R:3:forces:R:3
Ir -0.2807 -0.4160 -0.3696 0.325 0.036 -0.050
C -0.7414 -3.9850 -2.5933 -0.011 -0.015 0.001
C -0.7686 -2.6070 -2.0248 -0.016 0.021 -0.001
N -0.3355 -2.3287 -0.8389 -0.020 0.073 -0.033
O 0.1565 -3.3363 -0.0417 -0.023 -0.016 0.134
C -1.3247 -1.4921 -2.7350 -0.127 0.027 0.060
C -1.9592 -1.5574 -4.0793 0.002 -0.020 -0.032
N -1.3124 -0.3589 -2.0408 -0.098 -0.123 -0.096
O -1.8676 0.6843 -2.4287 0.083 0.080 -0.036
H -0.2597 -4.6752 -1.9087 0.001 0.002 -0.001
H -0.2011 -3.9730 -3.5407 0.001 0.010 0.000
H -1.7577 -4.3277 -2.7954 -0.001 0.003 -0.002
H -0.0510 -3.0230 0.8691 0.082 -0.012 -0.082
H -2.4318 -2.5249 -4.2561 0.008 -0.006 0.004
H -1.2260 -1.3791 -4.8712 0.014 0.023 0.022
H -2.7131 -0.7747 -4.1480 -0.006 -0.004 -0.003
O 1.4601 -0.5491 -1.3832 -0.117 -0.132 0.000
N 2.0520 0.6424 -1.6114 0.046 0.126 -0.098
C 2.7436 1.1700 -0.5723 -0.014 0.057 0.081
C 3.4171 2.3433 -0.6920 -0.006 0.028 -0.037
C 3.3726 2.9996 -1.9402 0.004 -0.003 0.036
C 2.6969 2.4416 -2.9797 0.003 -0.048 -0.028
C 2.0157 1.1865 -2.8769 0.034 0.031 0.099
S 1.2682 0.4416 -4.1695 0.008 -0.031 -0.082
H 2.6792 0.5860 0.3348 0.018 0.037 -0.061
H 3.9480 2.7465 0.1570 0.002 0.003 -0.003
H 3.8803 3.9470 -2.0746 -0.003 0.002 -0.001
H 2.6562 2.9150 -3.9495 0.003 0.006 0.002
O -2.7862 2.2430 1.0535 -0.018 -0.015 0.044
S -1.7184 1.3021 1.1495 -0.053 -0.017 -0.122
O -0.5015 1.6256 0.3554 -0.088 0.091 -0.014
O -2.0515 -0.1035 0.7656 -0.003 -0.015 0.107
C -1.2766 1.2311 2.8864 0.093 0.067 -0.014
C -1.9064 2.1826 3.6781 0.011 0.015 0.014
C -1.6513 2.2615 5.0389 -0.003 0.003 -0.013
C -0.7506 1.3871 5.6166 0.004 -0.004 -0.005
C -0.1189 0.4325 4.8336 -0.012 -0.034 0.013
C -0.3733 0.3327 3.4729 -0.120 -0.064 -0.010
S 0.5211 -0.9927 2.6426 0.128 -0.034 0.143
O 0.9729 -0.3878 1.3624 -0.061 -0.176 0.062
O 1.6311 -1.2866 3.5088 -0.024 0.020 -0.048
O -0.4114 -2.0824 2.4128 -0.050 0.007 0.042
H -2.6026 2.8609 3.2077 0.003 -0.001 -0.004
H -2.1566 3.0097 5.6357 0.008 0.005 0.001
H -0.5305 1.4426 6.6751 -0.008 -0.006 0.002
H 0.5948 -0.2542 5.2654 -0.001 0.006 0.009
```
Forces are in eV/Å.

As for the total charge: -1. The energy relative to the best compared isomer or geometry (same formula, charge and spin) comes out at 0.00 kJ/mol.

[2]
Here is the molecule C15H15N from the Open Molecules 2025 dataset. Energies are from ωB97M-V/def2-TZVPD.

XYZ file:
```
31
Properties=species:S:1:pos:R:3:forces:R:3
C -1.1950 0.0986 0.4276 -1.917 0.661 0.305
C 0.8402 0.2591 -0.4655 1.652 0.461 -2.058
C 0.4127 -2.5991 2.5490 3.043 0.042 -2.226
C -0.4974 -0.9194 0.8493 3.019 -3.053 2.263
C 0.8488 -0.8505 0.2791 -3.710 -0.182 0.888
C 1.6153 -2.5885 1.7827 -2.835 -0.511 5.023
C -1.7706 4.0091 -2.9038 -0.526 -1.978 1.086
C -0.4347 3.7785 -2.7061 -0.218 -1.018 0.687
C -2.7256 3.1885 -2.2287 0.030 -0.415 0.445
C -0.0149 2.7637 -1.8676 -4.543 -0.047 0.032
C -2.3564 2.1150 -1.3338 0.857 1.791 -1.936
C -0.9261 1.9044 -1.2061 -1.256 0.776 -0.505
N -0.4482 0.8315 -0.4618 0.777 0.281 0.355
C 2.8034 -3.4042 2.1535 -0.511 -0.631 2.184
C -0.8069 -1.8641 2.0574 -1.355 1.662 -1.021
C 1.7585 -1.9551 0.5017 -0.955 1.215 -0.679
H -2.1439 0.2701 0.9385 0.046 0.952 -1.033
H 1.7361 0.5005 -1.1222 -1.818 0.390 0.646
H 0.2983 -3.2778 3.4232 0.347 0.706 -0.682
H -1.9180 4.6718 -3.6949 -1.392 1.196 -0.842
H 0.3121 4.3187 -3.2463 0.275 0.471 -0.178
H -3.8227 3.3260 -2.3939 1.137 0.023 0.049
H 0.9581 2.7517 -1.7023 4.326 -0.841 0.899
H -3.2184 1.5206 -0.9377 1.472 0.339 -0.111
H 2.9035 -4.1276 1.3499 0.327 -0.687 0.298
H 2.7237 -3.8204 3.2312 -0.077 0.088 -2.010
H 3.7160 -2.8355 2.1853 0.385 0.543 -0.260
H -1.2659 -1.0807 2.8168 0.600 -2.227 -0.971
H -1.5642 -2.6206 1.6536 0.575 0.970 1.097
H 2.6666 -1.5804 0.1698 2.577 -0.007 0.081
H 1.5157 -2.7841 -0.0980 -0.332 -0.969 -1.828
```
Forces are in eV/Å.

As for the total charge: 0. As for the SMILES: CC1=CCc2cn(-c3ccccc3)cc2C1.

[3]
Here is the molecule C15H15N3O from the Open Molecules 2025 dataset. Energies are from ωB97M-V/def2-TZVPD.

XYZ file:
```
34
Properties=species:S:1:pos:R:3:forces:R:3
C 3.1547 -3.6876 0.8384 -0.417 0.073 -0.153
C 1.7600 -3.8449 0.2533 0.313 -0.369 0.043
O 1.1344 -2.5782 0.2972 -0.304 0.319 -0.009
C -0.1590 -2.4633 -0.1305 -0.029 0.142 -0.025
C -0.9185 -3.4864 -0.6684 0.211 -0.017 0.075
C -2.2298 -3.2528 -1.0625 -0.136 0.052 -0.009
C -2.7921 -2.0042 -0.8967 -0.043 -0.139 -0.112
C -2.0438 -0.9713 -0.3539 0.159 0.023 0.055
C -0.7201 -1.1741 0.0125 -0.087 -0.242 -0.121
N 0.0865 -0.1931 0.5665 0.339 -0.384 0.203
C 0.0128 1.1580 0.4451 0.053 0.498 0.039
N 0.7131 1.9675 1.1931 0.101 -0.544 0.268
C 0.4104 3.2316 0.7496 -0.408 0.098 -0.600
C 0.8618 4.4704 1.1840 -0.048 -0.143 -0.043
C 0.3787 5.5930 0.5399 0.044 0.166 0.048
C -0.5307 5.5020 -0.5117 -0.055 0.098 -0.081
C -0.9951 4.2776 -0.9594 -0.090 -0.091 -0.087
C -0.5134 3.1532 -0.3190 0.352 0.510 0.380
N -0.7573 1.8069 -0.4887 -0.037 -0.381 0.047
H -1.2910 1.3812 -1.2261 0.069 -0.019 0.046
H -1.7003 4.2057 -1.7745 -0.065 0.031 -0.074
H -0.8808 6.4061 -0.9875 -0.026 0.061 -0.037
H 0.7128 6.5703 0.8567 0.026 0.071 0.027
H 1.5652 4.5418 1.9977 0.089 0.002 0.098
H 0.8886 -0.5253 1.0828 -0.048 0.143 -0.055
H -2.5078 -0.0135 -0.1769 -0.029 0.081 0.049
H -3.8186 -1.8267 -1.1787 -0.087 0.014 -0.020
H -2.8064 -4.0597 -1.4873 -0.053 -0.072 -0.031
H -0.5002 -4.4726 -0.7926 0.088 -0.064 0.011
H 1.8216 -4.1985 -0.7852 -0.087 0.040 0.118
H 1.1802 -4.5716 0.8389 0.009 0.091 -0.117
H 3.6753 -4.6404 0.8127 0.073 -0.089 0.008
H 3.0907 -3.3440 1.8674 0.031 0.004 0.104
H 3.7179 -2.9573 0.2638 0.092 0.038 -0.045
```
Forces are in eV/Å.

As for the total charge: 0. The energy relative to the best compared isomer or geometry (same formula, charge and spin) comes out at 0.00 kJ/mol. As for the SMILES: CCOc1ccccc1Nc1nc2ccccc2[nH]1.

What did we get for Kohn-Sham gap? Answer: 7.236, 8.749, 8.189 eV, in the order shown.
What did we get for strongest force on any atom? Answer: 0.0064, 0.1126, 0.0142 Eh/bohr, in the order shown.